Entry 1:
The following is a quantum chemistry calculation of C30H33Br45NO7P as an isolated structure at a distorted geometry, from the OMol25 dataset.

Summary:
E_HOMO   -9.4 eV
2S+1   1
Energy   -3208666.717 eV
Kohn-Sham gap   8.39 eV

Geometry as XYZ:
```
117
Properties=species:S:1:pos:R:3:lowdin_charge:R:1
C -0.017 -1.551 0.829 -0.12
C 0.093 -0.653 2.068 -0.20
O -0.488 0.654 1.864 -0.04
C 0.513 1.597 1.790 -0.46
O 0.940 2.146 2.768 0.15
C 1.032 1.826 0.374 -0.10
C 2.040 2.983 0.266 -0.17
C 3.384 2.494 -0.347 -0.17
C 4.070 1.666 0.748 -0.15
C 4.488 2.399 1.866 -0.01
C 5.083 1.733 2.878 -0.23
C 5.280 0.286 2.811 -0.21
C 4.849 -0.409 1.697 -0.09
C 4.235 0.278 0.641 -0.19
C 3.715 -0.401 -0.634 -0.17
P 3.482 -2.224 -0.556 0.45
O 2.898 -2.703 0.697 -0.27
O 4.880 -2.917 -0.918 -0.21
O 2.486 -2.602 -1.788 -0.28
C 5.933 -0.148 4.101 -0.42
O 6.297 -1.224 4.492 0.10
N 6.083 1.052 4.801 0.16
C 5.629 2.228 4.222 -0.45
O 5.681 3.352 4.646 0.12
H 0.857 -1.453 0.148 0.00
H -0.163 -2.603 1.092 0.03
H -0.933 -1.258 0.294 0.08
H -0.489 -1.115 2.876 0.13
H 1.131 -0.599 2.424 0.13
H 1.589 0.905 0.127 0.07
H 0.201 1.901 -0.337 0.08
H 1.618 3.722 -0.433 0.07
H 2.192 3.508 1.212 0.11
H 4.016 3.384 -0.496 0.01
H 3.242 1.936 -1.275 0.10
H 4.332 3.471 1.952 0.12
H 4.969 -1.490 1.684 0.09
H 4.433 -0.182 -1.444 0.12
H 2.756 0.006 -0.973 -0.01
H 4.713 -3.726 -1.425 0.08
H 2.023 -1.803 -2.083 -0.11
H 6.351 1.036 5.776 0.17
C 1.238 -5.610 0.456 -1.61
Br 0.286 -4.597 -0.877 0.60
Br 0.205 -5.806 2.072 0.58
Br 1.830 -7.313 -0.230 0.58
H 2.125 -5.040 0.711 -0.05
C -2.140 3.892 -2.639 -1.59
Br -0.402 3.267 -3.180 0.57
Br -3.106 2.490 -1.735 0.57
Br -2.035 5.502 -1.586 0.60
H -2.690 4.133 -3.538 -0.03
C 6.796 -4.258 5.874 -1.65
Br 6.847 -3.298 7.545 0.56
Br 7.865 -5.862 5.940 0.56
Br 4.990 -4.626 5.318 0.57
H 7.232 -3.612 5.123 -0.05
C -5.176 3.040 1.462 -1.61
Br -4.781 1.165 1.269 0.57
Br -7.076 3.367 1.453 0.59
Br -4.323 3.785 3.023 0.61
H -4.760 3.545 0.599 -0.07
C -6.787 0.621 -1.777 -1.63
Br -7.726 -0.665 -0.698 0.57
Br -5.482 -0.223 -2.923 0.52
Br -7.996 1.742 -2.778 0.58
H -6.246 1.267 -1.099 -0.11
C -0.336 -1.058 -3.766 -1.48
Br -0.028 -2.959 -3.857 0.65
Br -2.205 -0.603 -3.755 0.55
Br 0.559 -0.282 -2.240 0.81
H 0.097 -0.626 -4.658 -0.01
C -4.851 -4.492 -1.333 -1.61
Br -4.844 -3.908 0.505 0.57
Br -6.568 -4.226 -2.167 0.56
Br -3.434 -3.664 -2.345 0.50
H -4.660 -5.556 -1.330 -0.03
C 3.455 6.531 -1.486 -1.59
Br 1.993 7.600 -0.829 0.59
Br 4.516 5.813 -0.039 0.67
Br 2.847 5.164 -2.704 0.60
H 4.101 7.188 -2.052 -0.03
C -7.854 4.205 -6.009 -1.64
Br -8.567 5.985 -6.186 0.59
Br -7.945 3.235 -7.674 0.60
Br -6.066 4.222 -5.291 0.55
H -8.478 3.680 -5.299 -0.06
C 9.293 2.192 2.258 -1.54
Br 9.342 3.558 3.615 0.61
Br 7.502 1.477 2.043 0.91
Br 10.033 2.814 0.583 0.57
H 9.924 1.382 2.599 -0.02
C -8.631 -0.579 -8.507 -1.65
Br -9.893 -0.701 -9.959 0.57
Br -9.441 -1.016 -6.814 0.56
Br -7.054 -1.637 -8.838 0.56
H -8.313 0.452 -8.447 -0.10
C -6.808 1.526 5.522 -1.63
Br -8.414 2.393 6.143 0.58
Br -5.719 0.902 6.984 0.59
Br -7.200 0.112 4.271 0.57
H -6.230 2.270 4.989 -0.08
C -2.231 -4.316 -6.722 -1.65
Br -3.148 -5.636 -5.661 0.56
Br -0.911 -5.112 -7.880 0.57
Br -3.473 -3.206 -7.690 0.56
H -1.702 -3.669 -6.036 -0.11
C 8.671 -2.424 -0.616 -1.58
Br 7.261 -1.319 0.109 0.71
Br 9.777 -3.157 0.782 0.59
Br 8.006 -3.804 -1.791 0.60
H 9.300 -1.781 -1.215 -0.03
C -9.092 -1.790 7.254 -1.65
Br -10.697 -0.922 7.876 0.56
Br -8.003 -2.413 8.717 0.56
Br -9.483 -3.203 6.002 0.56
H -8.513 -1.045 6.722 -0.10
```

***

Entry 2:
The following is a quantum chemistry calculation of a 2-piece molecular cluster, C4H9NO4S2 overall at a distorted geometry, from the OMol25 dataset.

Summary:
ΔE to the lowest compared entry with this formula, charge and spin   4.467 eV
E_HOMO   -9.2 eV
2S+1   1
Energy   -35639.702 eV
Kohn-Sham gap   6.51 eV

Geometry as XYZ:
```
20
Properties=species:S:1:pos:R:3:lowdin_charge:R:1
C -0.990 1.625 -0.358 -0.15
C -1.400 0.500 -1.353 -0.17
C -1.393 0.773 0.821 -0.17
C -1.834 -0.396 -0.188 -0.30
N 3.468 -0.467 0.908 -0.11
O -0.640 -2.322 1.308 -0.33
O -0.615 -2.731 -1.088 -0.32
O 2.862 1.541 -0.089 -0.40
O 0.773 -0.926 -0.148 -0.56
S -0.579 -1.777 -0.021 0.52
S 2.872 0.171 -0.468 1.12
H 0.129 1.748 -0.199 0.10
H -1.600 2.482 -0.363 0.09
H -2.260 0.636 -1.974 0.10
H -0.678 -0.083 -1.776 0.05
H -0.542 0.257 1.455 0.13
H -2.272 0.994 1.360 0.08
H -2.886 -0.904 -0.296 0.16
H 3.885 0.279 1.470 0.10
H 3.699 -1.402 0.999 0.06
```

***

Entry 3:
The following is a quantum chemistry calculation of a 9-piece molecular cluster, C45H46IN9OP overall at a distorted geometry, from the OMol25 dataset.

Summary:
E_HOMO   -10.7 eV
2S+1   1
Energy   -80248.048 eV
Kohn-Sham gap   5.87 eV
Net charge   +1

Geometry as XYZ:
```
103
Properties=species:S:1:pos:R:3:lowdin_charge:R:1
O 2.241 0.817 0.030 -0.44
P 1.108 -0.501 -0.159 0.51
I 1.823 -1.736 -2.151 0.55
C -0.558 0.363 -0.400 -0.35
C -1.858 -0.162 0.305 0.03
C -3.160 0.694 0.030 0.03
C -3.107 1.946 -0.872 -0.02
N -1.872 2.399 -1.504 0.05
C -0.645 1.658 -1.298 0.02
H 1.714 1.459 0.581 0.05
H -1.866 -1.083 1.004 0.10
H -4.129 0.340 0.535 0.12
H -4.050 2.574 -1.033 0.14
H -1.906 3.254 -2.074 0.16
H 0.293 2.076 -1.792 0.14
N 5.416 0.566 4.489 0.06
C 5.828 1.813 4.771 -0.15
C 5.534 2.918 3.988 -0.08
C 4.772 2.728 2.844 -0.08
C 4.334 1.449 2.528 -0.08
C 4.679 0.410 3.378 -0.15
H 6.424 1.910 5.673 0.10
H 5.891 3.902 4.266 0.10
H 4.521 3.568 2.205 0.10
H 3.738 1.264 1.643 0.06
H 4.358 -0.607 3.176 0.10
N -1.771 4.742 2.326 0.05
C -1.935 5.624 3.326 -0.15
C -3.147 6.221 3.636 -0.06
C -4.254 5.894 2.868 -0.08
C -4.113 4.987 1.827 -0.08
C -2.860 4.443 1.600 -0.17
H -1.039 5.849 3.895 0.11
H -3.222 6.923 4.456 0.11
H -5.219 6.341 3.079 0.11
H -4.958 4.710 1.207 0.10
H -2.699 3.726 0.801 0.05
N 5.871 -0.351 -4.981 0.05
C 4.936 -0.474 -4.025 -0.17
C 4.897 0.304 -2.879 -0.10
C 5.883 1.264 -2.704 -0.07
C 6.863 1.411 -3.675 -0.07
C 6.812 0.587 -4.787 -0.14
H 4.188 -1.240 -4.206 0.06
H 4.116 0.162 -2.142 0.02
H 5.888 1.891 -1.819 0.11
H 7.648 2.150 -3.570 0.10
H 7.554 0.667 -5.576 0.11
N 4.080 -0.033 -11.060 0.05
C 3.212 0.313 -10.096 -0.16
C 3.430 0.091 -8.746 -0.08
C 4.612 -0.529 -8.365 -0.08
C 5.526 -0.899 -9.341 -0.07
C 5.216 -0.629 -10.665 -0.15
H 2.301 0.792 -10.444 0.10
H 2.695 0.394 -8.010 0.09
H 4.819 -0.721 -7.318 0.08
H 6.458 -1.385 -9.080 0.10
H 5.900 -0.896 -11.464 0.10
N -2.438 -0.359 3.785 0.04
C -1.773 0.776 4.057 -0.16
C -2.032 1.578 5.157 -0.07
C -3.039 1.190 6.029 -0.08
C -3.744 0.022 5.771 -0.07
C -3.407 -0.712 4.646 -0.15
H -0.997 1.040 3.345 0.09
H -1.461 2.482 5.328 0.10
H -3.273 1.791 6.901 0.11
H -4.537 -0.310 6.430 0.11
H -3.927 -1.634 4.404 0.10
N -1.381 -3.686 0.033 0.05
C -0.914 -4.466 -0.958 -0.16
C -1.611 -5.537 -1.489 -0.07
C -2.863 -5.829 -0.968 -0.06
C -3.370 -5.043 0.057 -0.07
C -2.597 -3.990 0.518 -0.16
H 0.071 -4.200 -1.330 0.04
H -1.186 -6.130 -2.290 0.10
H -3.440 -6.662 -1.357 0.11
H -4.343 -5.243 0.487 0.10
H -2.951 -3.344 1.316 0.09
N -5.813 4.955 6.453 0.06
C -5.864 3.987 5.524 -0.17
C -7.043 3.487 4.995 -0.08
C -8.243 4.013 5.452 -0.08
C -8.220 5.013 6.414 -0.07
C -6.988 5.448 6.877 -0.15
H -4.900 3.606 5.201 0.09
H -7.024 2.706 4.244 0.10
H -9.187 3.647 5.063 0.11
H -9.137 5.446 6.793 0.11
H -6.918 6.230 7.626 0.10
N 1.546 -7.257 -3.109 0.05
C 1.274 -7.592 -1.837 -0.17
C 1.293 -8.893 -1.361 -0.07
C 1.608 -9.912 -2.248 -0.08
C 1.892 -9.594 -3.569 -0.07
C 1.850 -8.262 -3.946 -0.15
H 1.030 -6.761 -1.183 0.09
H 1.067 -9.104 -0.323 0.10
H 1.632 -10.943 -1.914 0.11
H 2.142 -10.364 -4.288 0.10
H 2.068 -7.963 -4.966 0.10
```

***

Entry 4:
The following is a quantum chemistry calculation of C34H63CdFN14O6 as an isolated structure at a distorted geometry, from the OMol25 dataset.

Summary:
E_HOMO   -7.8 eV
2S+1   1
Energy   -76700.883 eV
Kohn-Sham gap   7.60 eV

Geometry as XYZ:
```
119
Properties=species:S:1:pos:R:3:lowdin_charge:R:1
Cd 13.312 14.440 10.415 1.45
C 7.788 16.641 11.540 -0.04
N 7.292 15.490 10.740 -0.13
C 5.851 15.377 10.542 -0.07
C 8.102 14.544 10.179 -0.38
N 9.187 14.057 10.706 0.06
C 9.449 14.051 12.116 -0.24
C 10.654 14.871 12.553 -0.15
N 12.028 14.257 12.550 -0.22
C 12.945 14.993 13.455 -0.22
C 13.210 16.416 13.044 -0.24
N 13.605 16.475 11.649 -0.01
C 14.406 17.479 11.358 -0.40
N 15.337 17.957 12.237 -0.16
C 15.494 19.382 12.523 -0.04
C 16.054 17.010 13.073 -0.06
N 14.297 18.107 10.158 -0.12
C 15.377 18.851 9.555 -0.05
C 13.184 17.869 9.252 -0.04
C 12.025 12.828 12.971 -0.20
C 12.063 11.911 11.769 -0.25
N 13.273 12.128 10.964 -0.01
C 13.836 11.095 10.349 -0.39
N 13.165 9.908 10.147 -0.15
C 11.758 9.747 9.778 -0.05
C 13.903 8.667 10.320 -0.06
N 15.110 11.230 9.885 -0.14
C 15.679 10.448 8.771 -0.05
C 16.074 12.129 10.470 -0.08
N 7.797 14.084 8.892 -0.16
C 7.040 14.861 7.903 -0.08
C 8.208 12.783 8.427 -0.08
H 7.302 17.548 11.173 0.09
H 8.866 16.862 11.439 0.05
H 7.543 16.575 12.596 0.08
H 5.374 15.699 11.459 0.08
H 5.561 14.343 10.319 0.09
H 5.475 16.010 9.706 0.08
H 9.457 13.011 12.421 0.09
H 8.563 14.446 12.673 0.12
H 10.478 15.231 13.598 0.13
H 10.708 15.830 11.991 0.10
H 13.907 14.429 13.479 0.11
H 12.589 14.950 14.477 0.12
H 13.980 16.867 13.681 0.09
H 12.309 17.040 13.251 0.12
H 14.691 19.951 12.010 0.10
H 16.461 19.749 12.187 0.08
H 15.484 19.568 13.585 0.08
H 15.675 15.993 12.967 0.08
H 16.012 17.303 14.121 0.09
H 17.125 16.987 12.788 0.10
H 16.329 18.578 9.995 0.09
H 15.182 19.920 9.725 0.09
H 15.419 18.615 8.473 0.10
H 12.233 17.725 9.758 0.06
H 13.461 16.989 8.641 0.06
H 13.131 18.707 8.569 0.07
H 11.194 12.633 13.677 0.13
H 12.929 12.671 13.597 0.12
H 11.213 12.178 11.159 0.08
H 11.951 10.876 12.140 0.12
H 11.279 10.704 9.590 0.07
H 11.207 9.222 10.558 0.09
H 11.747 9.128 8.876 0.09
H 14.801 8.868 10.870 0.09
H 14.202 8.232 9.381 0.07
H 13.282 7.954 10.878 0.10
H 14.932 10.117 8.038 0.09
H 16.202 9.540 9.078 0.08
H 16.371 11.093 8.251 0.08
H 15.622 12.797 11.183 0.05
H 16.528 12.742 9.668 0.08
H 16.877 11.566 10.964 0.09
H 5.923 14.750 7.970 0.08
H 7.289 14.529 6.894 0.07
H 7.198 15.954 7.998 0.10
H 7.320 12.133 8.256 0.09
H 8.866 12.319 9.124 0.05
H 8.708 12.945 7.462 0.07
F 15.145 14.797 9.384 -0.62
C 12.662 13.027 7.318 -0.18
C 12.541 12.557 5.804 -0.15
N 12.532 13.781 4.964 -0.17
C 11.318 14.568 5.273 -0.16
C 11.316 14.957 6.801 -0.17
N 12.548 14.496 7.457 -0.18
C 13.729 15.123 6.740 -0.18
C 13.777 14.587 5.278 -0.14
H 13.608 12.661 7.744 0.09
H 11.844 12.556 7.943 0.11
H 11.594 11.992 5.624 0.12
H 13.394 11.934 5.542 0.10
H 10.377 13.985 5.052 0.12
H 11.313 15.463 4.638 0.11
H 10.455 14.474 7.339 0.10
H 11.143 16.048 6.989 0.12
H 14.673 14.880 7.295 0.09
H 13.627 16.232 6.747 0.10
H 14.662 13.868 5.253 0.12
H 13.909 15.386 4.511 0.12
O 10.037 18.515 12.886 -0.03
C 10.328 18.844 11.715 -0.67
O 10.258 18.161 10.667 -0.07
C 10.846 20.258 11.534 -0.06
C 11.292 20.667 10.252 0.06
C 11.858 21.903 10.096 -0.13
C 11.915 22.888 11.077 0.08
C 11.404 22.502 12.297 -0.14
C 10.875 21.247 12.536 0.08
N 11.441 23.454 13.407 -0.35
O 11.013 23.061 14.458 0.10
O 11.925 24.552 13.118 0.06
N 12.607 22.163 8.826 -0.32
O 13.216 23.226 8.699 0.07
O 12.542 21.222 8.038 0.05
H 11.170 20.055 9.359 0.12
H 12.415 23.827 10.860 0.13
H 10.480 20.974 13.527 0.14
```

***

Entry 5:
The following is a quantum chemistry calculation of C28H35N12O3PSV as an isolated structure at a distorted geometry, from the OMol25 dataset.

Summary:
ΔE to the lowest compared entry with this formula, charge and spin   0.000 eV
E_HOMO (spin up / spin down)   -11.6 / -12.9 eV
2S+1   4
Energy   -99432.588 eV
Kohn-Sham gap (spin up / spin down)   6.15 / 7.26 eV
Net charge   +2

Geometry as XYZ:
```
81
Properties=species:S:1:pos:R:3:lowdin_charge:R:1
V -0.220 -0.209 -0.087 0.71
C 1.312 -5.190 1.296 -0.02
N 0.570 -4.149 0.635 -0.12
C -0.423 -4.318 -0.273 -0.01
C -0.829 -3.068 -0.652 -0.08
N -0.096 -2.137 0.013 -0.06
C 0.748 -2.813 0.793 -0.41
P 1.973 -2.055 1.916 1.22
C 0.822 -0.826 2.639 -0.43
N -0.033 -0.102 1.928 -0.03
C -0.636 0.747 2.792 -0.13
C -0.145 0.528 4.049 -0.04
N 0.774 -0.466 3.944 -0.11
C 1.562 -0.999 5.022 -0.01
C 2.597 -0.865 0.677 -0.44
N 1.826 -0.100 -0.086 -0.03
C 2.659 0.737 -0.749 -0.15
C 3.953 0.467 -0.390 -0.05
N 3.902 -0.547 0.508 -0.11
C 5.021 -1.187 1.145 -0.01
H 0.975 -6.160 0.938 0.11
H 1.162 -5.142 2.376 0.10
H 2.378 -5.088 1.086 0.10
H -0.770 -5.282 -0.585 0.14
H -1.604 -2.805 -1.348 0.12
H -1.381 1.448 2.466 0.12
H -0.382 0.988 4.988 0.13
H 1.165 -0.635 5.968 0.10
H 2.602 -0.680 4.930 0.10
H 1.525 -2.090 5.019 0.09
H 2.296 1.493 -1.418 0.11
H 4.875 0.913 -0.708 0.13
H 5.946 -0.817 0.707 0.10
H 4.972 -2.268 1.004 0.10
H 5.024 -0.971 2.215 0.10
O -5.355 -0.410 5.436 0.14
C -5.810 -0.207 4.191 -0.49
O -6.974 -0.082 3.954 0.16
C -4.771 -0.166 3.104 -0.12
C -4.940 0.748 2.066 0.01
C -4.077 0.756 0.990 0.01
C -3.039 -0.181 0.909 -0.26
C -2.864 -1.088 1.960 -0.02
C -3.711 -1.069 3.050 -0.01
N -2.175 -0.229 -0.179 -0.02
C -2.652 -0.075 -1.378 -0.04
C -1.716 -0.099 -2.455 -0.24
C -2.069 0.041 -3.805 0.02
C -1.080 -0.006 -4.767 -0.03
C 0.234 -0.227 -4.356 -0.02
C 0.503 -0.368 -3.005 -0.10
N -0.431 -0.282 -2.062 -0.01
H -4.393 -0.435 5.505 0.11
H -5.760 1.448 2.122 0.13
H -4.192 1.493 0.209 0.12
H -2.081 -1.834 1.895 0.11
H -3.564 -1.800 3.836 0.13
H -3.717 0.026 -1.578 0.15
H -3.104 0.184 -4.075 0.13
H -1.316 0.120 -5.812 0.12
H 1.035 -0.288 -5.075 0.12
H 1.516 -0.552 -2.664 0.11
C -0.255 5.394 0.401 -0.06
N -0.280 3.961 0.585 0.03
C -0.209 3.034 -0.383 -0.57
N -0.049 3.440 -1.664 0.22
O -0.326 1.834 -0.102 -0.07
H -0.572 5.869 1.325 0.10
H -0.959 5.686 -0.379 0.09
H 0.745 5.754 0.148 0.09
H -0.157 3.606 1.522 0.10
H 0.048 4.406 -1.917 0.11
H -0.109 2.753 -2.395 0.11
N 3.040 3.352 4.500 0.09
C 3.480 3.157 3.246 -0.96
N 4.753 3.475 2.965 0.10
S 2.487 2.474 2.099 0.69
H 3.611 3.804 5.194 0.11
H 2.061 3.235 4.696 0.09
H 5.350 3.939 3.632 0.12
H 5.056 3.430 2.008 0.10
```

***

Entry 6:
The following is a quantum chemistry calculation of a 2-piece molecular cluster, C6H17NO overall, from the OMol25 dataset.

Summary:
ΔE to the lowest compared entry with this formula, charge and spin   0.751 eV
SMILES   CNCCC(C)C.O
E_HOMO   -9.0 eV
2S+1   1
Energy   -10034.831 eV
Kohn-Sham gap   9.77 eV

Geometry as XYZ:
```
25
Properties=species:S:1:pos:R:3:lowdin_charge:R:1
C 0.223 -1.597 -2.252 -0.13
N 1.391 -1.646 -1.368 -0.12
C 1.406 -0.583 -0.357 -0.25
C 0.277 -0.652 0.695 -0.19
C -0.156 0.723 1.184 -0.44
C 1.004 1.484 1.869 -0.06
C -1.390 0.675 2.072 -0.08
H -0.486 -0.815 -1.956 0.04
H -0.348 -2.518 -2.189 0.08
H 0.508 -1.357 -3.285 0.08
H 1.323 -2.519 -0.857 0.09
H 1.328 0.385 -0.858 0.11
H 2.392 -0.591 0.109 0.11
H -0.543 -1.199 0.229 0.10
H 0.650 -1.258 1.525 0.12
H -0.393 1.291 0.279 0.12
H 1.189 2.446 1.412 0.07
H 1.953 0.967 1.792 0.06
H 0.812 1.617 2.930 0.07
H -1.858 1.656 2.194 0.08
H -1.158 0.257 3.047 0.08
H -2.153 0.042 1.617 0.07
O -2.269 1.295 -2.731 -0.05
H -1.363 1.272 -3.049 0.03
H -2.340 0.623 -2.050 0.02
```